Entry 1:
23
Properties=species:S:1:pos:R:3:nbo_charge:R:1 method="wB97M-V/def2-TZVPD" e_above_lowest_kcal_mol=40.4 smiles="C/C=C(/C)N.O.O.O" homo_ev=-8.011 orbital_gap_ev=8.5092
C 1.29 1.32 -2.60 -0.64
C 1.43 0.80 -1.12 -0.31
C 0.34 0.38 -0.48 0.18
C 0.57 -0.29 0.90 -0.67
N -1.01 0.38 -0.81 -0.85
H 2.01 2.13 -2.75 0.21
H 1.47 0.49 -3.29 0.21
H 0.28 1.61 -2.93 0.20
H 2.41 0.87 -0.67 0.21
H 1.28 -1.12 0.80 0.23
H -0.24 -0.82 1.39 0.22
H 1.25 0.49 1.47 0.23
H -1.36 0.25 -1.73 0.39
H -1.70 0.25 -0.10 0.39
O 0.43 -5.51 -1.64 -0.94
H 0.08 -6.40 -1.82 0.47
H -0.33 -4.95 -1.42 0.47
O -2.32 3.16 -0.06 -0.94
H -1.75 3.28 0.72 0.46
H -1.65 2.85 -0.68 0.47
O -0.90 0.62 5.73 -0.94
H -1.54 0.02 5.34 0.47
H -0.04 0.19 5.74 0.47


Entry 2:
5
Properties=species:S:1:pos:R:3:lowdin_spin:R:1 method="wB97M-V/def2-TZVPD" spin_multiplicity=2 homo_ev="-10.137 / -10.032" s2=1.053 orbital_gap_ev="5.2886 / 5.2184" total_charge=+1
H -0.70 1.07 0.64 -0.02
O 1.17 1.35 -0.74 -0.09
C -0.14 0.74 -0.61 -0.23
Ce 1.69 -0.43 0.64 1.33
Li 0.45 1.52 -2.56 0.00


Entry 3:
20
Properties=species:S:1:pos:R:3:nbo_charge:R:1 method="wB97M-V/def2-TZVPD" e_above_lowest_kcal_mol=3.0 smiles=OCCCSS.O.O homo_ev=-9.035 orbital_gap_ev=9.4732
O -1.30 -2.15 0.12 -0.72
C -0.81 -1.43 1.23 -0.05
C -0.02 -0.19 0.79 -0.45
C 0.00 0.93 1.80 -0.52
S 1.14 2.27 1.29 0.09
S 2.98 1.54 1.68 -0.14
H -0.56 -2.27 -0.49 0.47
H -0.21 -2.06 1.89 0.16
H -1.66 -1.08 1.82 0.17
H -0.41 0.13 -0.17 0.21
H 0.99 -0.52 0.56 0.21
H 0.25 0.62 2.81 0.22
H -0.93 1.49 1.81 0.22
H 3.20 0.70 0.64 0.12
O 0.72 -0.57 -2.31 -0.97
H 0.48 0.24 -2.77 0.50
H 0.83 -1.25 -2.98 0.47
O -1.41 1.12 -2.91 -0.96
H -1.76 1.97 -2.65 0.48
H -1.51 0.50 -2.17 0.49


Entry 4:
14
Properties=species:S:1:pos:R:3:nbo_charge:R:1 method="wB97M-V/def2-TZVPD" e_above_lowest_kcal_mol=72.6 homo_ev="-11.551 / -11.880" orbital_gap_ev="6.2796 / 7.5545" total_charge=+1
C -1.30 0.26 0.53 0.09
C -1.15 1.67 0.84 -0.33
C 0.87 -0.67 -0.01 0.19
N -0.41 -0.60 0.05 -0.44
N -0.66 2.14 -0.42 0.02
N -0.05 1.77 -1.30 0.14
N 1.29 -2.01 -0.53 -0.73
Cl -2.95 -0.17 0.21 0.04
Br 2.33 0.58 0.36 0.10
H -2.01 2.30 0.95 0.28
H -0.45 1.87 1.54 0.26
H 1.63 -2.64 0.23 0.45
H 2.17 -2.03 -1.19 0.45
H 0.70 -2.47 -1.23 0.47


Entry 5:
14
Properties=species:S:1:pos:R:3:nbo_charge:R:1 method="wB97M-V/def2-TZVPD" e_above_lowest_kcal_mol=14.2 smiles="NC(N)=O.O.O" homo_ev=-10.025 orbital_gap_ev=10.5782
N -0.77 1.51 -0.96 -0.86
C 0.58 1.31 -0.99 0.78
N 1.35 2.44 -0.79 -0.86
O 1.09 0.20 -1.10 -0.67
H -1.08 2.45 -0.81 0.38
H -1.30 0.72 -0.61 0.43
H 2.34 2.26 -0.76 0.40
H 1.14 3.29 -1.29 0.38
O -1.37 -1.16 0.02 -0.94
H -1.17 -1.75 -0.73 0.48
H -0.49 -1.17 0.42 0.48
O -0.39 -3.38 3.16 -0.94
H -0.60 -2.81 2.41 0.47
H 0.05 -2.82 3.81 0.47


Entry 6:
147
Properties=species:S:1:pos:R:3:lowdin_charge:R:1 method="wB97M-V/def2-TZVPD" e_above_lowest_kcal_mol=0.0 smiles="CCCCNc1ccc(CCO)c2c1C(=O)NC2=O.c1ccncc1.c1ccncc1.c1ccncc1.c1ccncc1.c1ccncc1.c1ccncc1.c1ccncc1.c1ccncc1.c1ccncc1.c1ccncc1" homo_ev=-7.804 orbital_gap_ev=8.2164
C 0.96 -3.89 0.18 -0.11
C 0.09 -2.77 0.78 -0.24
C 0.24 -1.42 0.02 -0.19
C -1.10 -0.75 -0.19 -0.22
N -1.80 -1.31 -1.38 0.05
C -3.19 -1.47 -1.18 -0.20
C -3.98 -0.33 -0.94 0.02
C -5.34 -0.44 -0.72 0.01
C -5.97 -1.69 -0.74 -0.15
C -7.45 -1.78 -0.44 -0.10
C -7.68 -1.68 1.08 -0.22
O -6.60 -2.30 1.78 -0.07
C -5.20 -2.81 -1.00 -0.04
C -3.82 -2.70 -1.22 -0.02
C -3.27 -4.05 -1.43 -0.38
O -2.16 -4.39 -1.74 0.11
N -4.35 -4.93 -1.25 0.18
C -5.56 -4.26 -1.08 -0.38
O -6.63 -4.78 -1.07 0.12
H 1.24 -4.59 0.95 0.03
H 1.81 -3.50 -0.37 0.07
H 0.36 -4.43 -0.54 0.06
H 0.28 -2.64 1.84 0.09
H -0.95 -3.07 0.67 0.09
H 0.75 -1.61 -0.92 0.10
H 0.83 -0.76 0.66 0.11
H -1.03 0.33 -0.24 0.08
H -1.71 -0.98 0.68 0.12
H -1.40 -2.21 -1.61 0.10
H -3.51 0.64 -0.92 0.10
H -5.93 0.45 -0.52 0.08
H -7.90 -0.89 -0.89 0.11
H -7.89 -2.68 -0.84 0.11
H -7.66 -0.63 1.36 0.08
H -8.60 -2.17 1.36 0.12
H -6.95 -2.86 2.47 0.09
H -4.19 -5.82 -0.80 0.16
C 1.49 2.68 -4.35 -0.08
C 0.15 2.34 -4.25 -0.07
C -0.34 1.95 -3.01 -0.15
N 0.41 1.89 -1.91 0.07
C 1.70 2.22 -2.03 -0.15
C 2.28 2.63 -3.22 -0.10
H 1.91 2.99 -5.30 0.10
H -0.50 2.38 -5.11 0.10
H -1.38 1.68 -2.88 0.09
H 2.29 2.16 -1.12 0.10
H 3.33 2.88 -3.25 0.08
C 4.15 -5.67 5.06 -0.08
C 3.91 -6.43 3.93 -0.08
C 3.08 -5.91 2.95 -0.15
N 2.51 -4.71 3.03 0.05
C 2.75 -3.99 4.12 -0.15
C 3.56 -4.42 5.16 -0.07
H 4.79 -6.05 5.85 0.10
H 4.35 -7.41 3.81 0.08
H 2.87 -6.47 2.04 0.10
H 2.26 -3.02 4.17 0.10
H 3.72 -3.80 6.03 0.10
C -7.00 1.25 3.71 -0.08
C -7.56 1.80 4.85 -0.08
C -7.24 1.24 6.08 -0.16
N -6.42 0.20 6.23 0.05
C -5.89 -0.32 5.12 -0.15
C -6.15 0.17 3.84 -0.07
H -7.23 1.66 2.73 0.09
H -8.24 2.65 4.80 0.10
H -7.66 1.65 7.00 0.10
H -5.23 -1.16 5.27 0.10
H -5.69 -0.30 2.98 0.09
C -4.58 5.79 -1.91 -0.12
C -3.66 5.23 -1.05 -0.06
C -3.18 3.96 -1.32 -0.15
N -3.58 3.24 -2.37 0.06
C -4.47 3.79 -3.19 -0.15
C -5.00 5.06 -3.01 -0.08
H -4.97 6.79 -1.73 0.09
H -3.30 5.77 -0.18 0.11
H -2.45 3.48 -0.68 0.11
H -4.77 3.18 -4.04 0.11
H -5.72 5.46 -3.71 0.11
C -3.74 10.23 -5.22 -0.08
C -3.07 9.14 -4.69 -0.06
C -3.52 8.60 -3.50 -0.15
N -4.57 9.07 -2.83 0.05
C -5.20 10.12 -3.34 -0.15
C -4.83 10.74 -4.53 -0.07
H -3.42 10.69 -6.15 0.11
H -2.21 8.72 -5.20 0.10
H -3.02 7.75 -3.06 0.10
H -6.05 10.49 -2.77 0.10
H -5.39 11.59 -4.90 0.10
C 7.72 1.10 -0.75 -0.08
C 7.57 2.46 -0.56 -0.07
C 6.47 3.08 -1.13 -0.15
N 5.56 2.45 -1.86 0.05
C 5.72 1.14 -2.04 -0.14
C 6.78 0.42 -1.51 -0.07
H 8.57 0.57 -0.32 0.11
H 8.28 3.03 0.03 0.10
H 6.31 4.15 -1.00 0.09
H 4.97 0.65 -2.64 0.11
H 6.86 -0.65 -1.68 0.10
C 9.43 -8.67 3.95 -0.10
C 9.30 -7.62 4.84 -0.07
C 8.04 -7.07 5.04 -0.15
N 6.95 -7.49 4.42 0.06
C 7.09 -8.50 3.56 -0.15
C 8.30 -9.12 3.29 -0.08
H 10.39 -9.12 3.76 0.09
H 10.16 -7.23 5.38 0.10
H 7.90 -6.24 5.74 0.10
H 6.18 -8.82 3.06 0.10
H 8.35 -9.93 2.58 0.10
C -8.92 4.45 -0.38 -0.07
C -7.60 4.63 -0.75 -0.05
C -6.75 3.53 -0.70 -0.12
N -7.14 2.32 -0.32 0.07
C -8.42 2.16 0.03 -0.16
C -9.34 3.19 0.02 -0.07
H -9.62 5.28 -0.40 0.11
H -7.23 5.59 -1.06 0.10
H -5.71 3.63 -0.99 0.07
H -8.70 1.16 0.33 0.09
H -10.37 3.01 0.31 0.10
C 12.01 -7.82 -1.05 -0.08
C 12.73 -8.86 -0.49 -0.07
C 12.28 -9.40 0.71 -0.15
N 11.18 -8.98 1.35 0.06
C 10.50 -7.98 0.79 -0.15
C 10.87 -7.37 -0.40 -0.07
H 12.32 -7.37 -1.99 0.11
H 13.62 -9.24 -0.96 0.10
H 12.81 -10.21 1.18 0.10
H 9.62 -7.65 1.33 0.10
H 10.27 -6.56 -0.81 0.10
C 3.91 6.21 -0.28 -0.08
C 3.64 5.47 -1.42 -0.07
C 2.86 6.06 -2.41 -0.15
N 2.36 7.29 -2.33 0.05
C 2.63 7.99 -1.22 -0.16
C 3.40 7.50 -0.18 -0.08
H 4.51 5.79 0.52 0.10
H 4.01 4.47 -1.54 0.06
H 2.63 5.52 -3.32 0.09
H 2.21 8.98 -1.18 0.10
H 3.59 8.11 0.70 0.10


Entry 7:
112
Properties=species:S:1:pos:R:3:lowdin_spin:R:1 method="wB97M-V/def2-TZVPD" spin_multiplicity=2 homo_ev="-12.686 / -12.686" s2=0.790 orbital_gap_ev="5.1911 / 5.5101" total_charge=+2
Re -1.52 -0.91 0.83 0.91
C -0.22 -3.47 3.34 0.02
As -0.23 -1.56 2.96 0.02
C 1.67 -1.18 3.16 0.00
C -0.95 -0.93 4.67 0.00
C -1.20 0.56 4.92 0.00
C -1.55 0.67 6.41 0.00
C -2.43 1.05 4.15 0.01
As -2.45 1.03 2.20 0.00
C -1.80 2.74 1.57 -0.01
C -4.35 1.15 1.87 0.00
C 0.05 1.39 4.59 0.00
As 0.41 3.06 5.63 0.00
C -0.86 4.31 4.79 0.00
C 1.96 3.57 4.53 0.00
H 0.50 -3.65 4.13 0.00
H 0.07 -4.04 2.45 0.00
H -1.20 -3.79 3.66 0.00
H 1.92 -1.31 4.21 0.00
H 1.89 -0.16 2.88 0.00
H 2.25 -1.87 2.57 0.00
H -0.21 -1.28 5.39 0.00
H -1.86 -1.51 4.84 0.00
H -2.37 -0.01 6.67 0.00
H -1.87 1.68 6.67 0.00
H -0.69 0.43 7.04 0.00
H -2.65 2.08 4.42 0.00
H -3.30 0.45 4.44 0.00
H -2.24 3.53 2.17 0.00
H -2.11 2.84 0.54 0.00
H -0.72 2.79 1.63 0.00
H -4.71 2.06 2.34 0.00
H -4.86 0.29 2.29 0.00
H -4.52 1.21 0.80 0.00
H 0.10 1.60 3.51 0.00
H 0.93 0.78 4.83 0.00
H -1.88 4.13 5.12 0.00
H -0.80 4.28 3.70 0.00
H -0.59 5.32 5.12 0.00
H 2.77 2.86 4.68 0.00
H 2.31 4.55 4.85 0.00
H 1.69 3.61 3.48 0.00
Cl -5.58 -1.25 -5.31 0.00
C -4.66 -0.87 -3.91 0.00
C -4.60 0.44 -3.46 0.00
C -3.86 0.76 -2.33 0.00
Cl -3.79 2.41 -1.83 0.00
C -3.16 -0.22 -1.61 0.01
O -2.51 0.13 -0.51 0.04
C -3.22 -1.55 -2.11 0.00
C -2.44 -2.62 -1.53 0.00
O -1.66 -2.50 -0.56 0.05
C -3.97 -1.87 -3.24 0.00
H -5.14 1.22 -3.98 0.00
H -2.49 -3.60 -1.99 0.00
H -4.00 -2.89 -3.60 0.00
F -3.37 -1.92 3.01 -0.01
C -2.95 -2.24 1.75 -0.01
F -4.05 -2.09 0.94 0.00
F -2.64 -3.55 1.76 0.01
C 0.42 -0.88 -2.29 0.00
C 0.57 -2.28 -2.88 0.00
As 1.38 -2.29 -4.71 0.00
C 0.44 -0.76 -5.46 0.00
C 1.09 0.12 -6.33 0.00
C 0.38 1.13 -6.97 0.00
C -0.99 1.26 -6.76 0.00
C -1.64 0.38 -5.91 0.00
C -0.94 -0.62 -5.27 0.00
C 3.07 -1.46 -4.16 0.00
C 4.14 -2.34 -3.99 0.00
C 5.38 -1.87 -3.57 0.00
C 5.56 -0.52 -3.31 0.00
C 4.50 0.36 -3.48 0.00
C 3.26 -0.11 -3.90 0.00
P 0.58 -0.66 -0.47 -0.02
C 0.87 1.12 -0.33 -0.01
C 0.24 1.99 -1.21 -0.01
C 0.49 3.36 -1.15 0.00
C 1.38 3.86 -0.21 -0.01
C 2.01 3.00 0.67 0.00
C 1.76 1.64 0.62 -0.01
C 2.05 -1.60 -0.08 0.00
C 3.33 -1.11 -0.37 0.00
C 4.43 -1.92 -0.17 0.00
C 4.27 -3.22 0.28 0.00
C 3.00 -3.73 0.53 0.00
C 1.89 -2.92 0.35 0.00
H -0.47 -0.37 -2.66 0.00
H 1.27 -0.28 -2.61 0.00
H -0.35 -2.83 -2.91 0.00
H 1.28 -2.88 -2.30 0.00
H 2.15 0.01 -6.52 0.00
H 0.90 1.80 -7.64 0.00
H -1.54 2.04 -7.27 0.00
H -2.72 0.46 -5.78 0.00
H -1.47 -1.32 -4.64 0.00
H 4.02 -3.39 -4.21 0.00
H 6.20 -2.56 -3.46 0.00
H 6.53 -0.15 -3.00 0.00
H 4.64 1.42 -3.31 0.00
H 2.46 0.61 -4.07 0.00
H -0.46 1.62 -1.96 0.00
H 0.00 4.02 -1.85 0.00
H 1.58 4.92 -0.17 0.00
H 2.72 3.38 1.39 0.00
H 2.30 0.97 1.28 0.00
H 3.46 -0.10 -0.74 0.00
H 5.42 -1.54 -0.38 0.00
H 5.13 -3.86 0.43 0.00
H 2.87 -4.75 0.86 0.00
H 0.89 -3.31 0.53 0.00


Entry 8:
76
Properties=species:S:1:pos:R:3:lowdin_charge:R:1 method="wB97M-V/def2-TZVPD" e_above_lowest_kcal_mol=11.8 homo_ev=-7.293 orbital_gap_ev=7.3499
Cd 9.86 12.06 13.10 1.44
Cl 4.75 12.04 14.22 0.74
C 5.80 13.37 14.35 -0.63
C 5.37 14.51 15.00 -0.12
C 6.20 15.57 15.34 -0.62
Cl 5.70 17.07 16.07 0.69
C 7.55 15.49 15.00 -0.22
C 8.49 16.46 15.36 -0.08
C 9.78 16.33 15.10 -0.05
C 10.22 15.16 14.38 -0.10
N 9.37 14.20 14.00 0.05
C 8.04 14.33 14.35 -0.15
C 7.15 13.24 13.99 -0.40
O 7.68 12.21 13.41 -0.22
H 4.31 14.50 15.32 0.12
H 8.14 17.34 15.93 0.09
H 10.46 17.08 15.47 0.11
H 11.24 14.92 14.15 0.09
Cl 8.95 8.11 7.06 0.66
C 9.64 8.90 8.46 -0.61
C 10.70 8.33 9.12 -0.21
C 11.14 8.87 10.33 -0.66
I 12.78 7.91 11.17 0.87
C 10.60 10.01 10.96 -0.45
O 11.09 10.62 12.01 -0.26
C 9.47 10.58 10.29 -0.16
N 8.86 11.67 10.86 0.05
C 7.77 12.12 10.30 -0.14
C 7.14 11.53 9.19 -0.06
C 7.71 10.48 8.59 -0.02
C 8.97 9.97 9.12 -0.16
H 11.27 7.52 8.64 0.09
H 7.49 13.15 10.69 0.14
H 6.22 11.97 8.89 0.10
H 7.31 10.04 7.67 0.09
O 10.67 11.30 15.07 -0.42
P 9.73 10.44 15.91 0.80
C 8.72 9.35 14.99 -0.28
C 9.33 8.28 14.34 -0.09
C 8.70 7.52 13.35 -0.02
C 7.33 7.89 13.03 -0.05
C 6.69 8.82 13.74 -0.12
C 7.34 9.55 14.63 -0.10
C 10.73 9.42 17.03 -0.25
C 12.03 9.89 17.41 -0.06
C 12.79 9.25 18.35 -0.10
C 12.35 8.10 18.98 -0.08
C 11.15 7.58 18.56 -0.08
C 10.38 8.22 17.60 -0.08
C 8.68 11.44 16.99 -0.25
C 7.55 10.91 17.61 -0.07
C 6.74 11.81 18.34 -0.07
C 6.98 13.18 18.39 -0.06
C 8.17 13.69 17.85 -0.04
C 8.99 12.81 17.12 -0.05
H 10.40 8.14 14.62 0.12
H 9.12 6.68 12.78 0.11
H 6.83 7.36 12.23 0.11
H 5.59 9.01 13.55 0.13
H 6.82 10.31 15.13 0.05
H 12.41 10.77 16.82 0.11
H 13.77 9.65 18.53 0.11
H 13.15 7.60 19.54 0.12
H 10.90 6.58 18.80 0.10
H 9.46 7.81 17.22 0.10
H 7.29 9.85 17.58 0.12
H 5.84 11.38 18.80 0.11
H 6.35 13.84 18.92 0.10
H 8.54 14.64 18.09 0.09
H 9.86 13.16 16.72 0.06
C 13.13 12.51 13.57 -0.16
O 12.20 13.04 12.63 -0.19
H 14.13 12.79 13.22 0.09
H 12.96 11.45 13.69 0.06
H 13.06 12.89 14.56 0.06
H 12.45 12.60 11.80 0.08


Number 1: energy -441.8175 Eh, strongest force on any atom 3.62 eV/Å. Number 2: energy -596.1844 Eh, strongest force on any atom 4.10 eV/Å. Number 3: energy -1143.5843 Eh, strongest force on any atom 0.81 eV/Å. Number 4: energy -3370.1374 Eh, strongest force on any atom 5.19 eV/Å. Number 5: energy -378.1650 Eh, strongest force on any atom 0.93 eV/Å. Number 6: energy -3362.3408 Eh, strongest force on any atom 0.98 eV/Å. Number 7: energy -12479.8394 Eh, strongest force on any atom 1.14 eV/Å. Number 8: energy -4024.0673 Eh, strongest force on any atom 4.37 eV/Å.